{
  "formula": "C26H33N4O2SSn",
  "method": "ωB97M-V/def2-TZVPD",
  "elements": ["Sn", "C", "C", "C", "C", "C", "C", "C", "C", "C", "C", "N", "C", "C", "C", "C", "C", "N", "H", "H", "H", "H", "H", "H", "H", "H", "H", "H", "H", "H", "H", "H", "H", "H", "H", "O", "C", "O", "C", "C", "C", "C", "C", "C", "S", "H", "H", "H", "H", "C", "C", "C", "C", "N", "N", "H", "H", "H", "H", "H", "H", "H", "H", "H", "H", "H", "H"],
  "positions_angstrom": [[9.385, 9.837, 10.954], [11.199, 12.273, 16.792], [10.231, 12.569, 15.631], [9.034, 11.658, 15.627], [8.049, 11.860, 16.615], [6.979, 10.995, 16.825], [6.796, 9.939, 15.956], [7.714, 9.723, 14.916], [7.430, 8.537, 14.058], [7.907, 7.166, 14.571], [8.900, 10.498, 14.742], [9.779, 10.236, 13.739], [11.112, 10.161, 13.883], [11.965, 10.031, 12.781], [13.407, 10.107, 12.811], [13.854, 10.199, 11.487], [12.706, 10.137, 10.684], [11.570, 10.013, 11.462], [12.256, 12.332, 16.441], [11.005, 11.238, 17.221], [11.065, 13.055, 17.588], [10.740, 12.562, 14.641], [9.770, 13.547, 15.795], [8.143, 12.755, 17.296], [6.263, 11.178, 17.655], [6.016, 9.173, 15.998], [7.765, 8.703, 13.026], [6.382, 8.441, 13.924], [8.919, 7.259, 14.929], [7.942, 6.494, 13.725], [7.268, 6.798, 15.389], [11.557, 10.226, 14.879], [14.041, 10.109, 13.672], [14.897, 10.325, 11.146], [12.621, 10.230, 9.593], [10.458, 9.141, 6.958], [9.681, 9.151, 7.879], [9.757, 10.074, 8.828], [8.496, 8.236, 7.978], [7.633, 8.117, 6.860], [6.468, 7.420, 6.950], [6.083, 6.879, 8.221], [6.990, 6.856, 9.290], [8.276, 7.453, 9.122], [9.498, 7.313, 10.334], [7.969, 8.520, 5.905], [5.791, 7.331, 6.076], [5.061, 6.503, 8.390], [6.724, 6.473, 10.290], [6.151, 14.160, 7.609], [6.342, 14.724, 9.023], [7.570, 15.645, 9.021], [5.050, 15.422, 9.569], [6.582, 13.555, 9.903], [6.811, 13.900, 11.289], [5.971, 14.923, 6.826], [5.291, 13.454, 7.514], [7.069, 13.618, 7.289], [7.348, 16.459, 8.348], [8.467, 15.126, 8.591], [7.876, 16.021, 10.014], [4.620, 15.960, 8.757], [5.293, 16.021, 10.408], [4.333, 14.646, 9.839], [7.396, 13.022, 9.561], [6.463, 13.115, 11.829], [6.213, 14.692, 11.579]],
  "forces_ev_per_a": [[-0.1, 0.0, -0.8], [0.4, -0.3, 0.5], [-0.4, 0.1, -0.6], [-0.7, -1.8, -0.2], [0.5, 0.8, 0.4], [-0.7, 0.3, 0.6], [0.9, -0.3, -0.8], [0.5, 0.0, 0.2], [0.5, -0.4, -0.9], [0.0, 0.8, 0.0], [-1.3, 1.6, 2.5], [3.3, -0.9, -0.8], [-3.6, 0.2, 0.4], [2.7, 0.0, -0.8], [-1.3, 0.1, -0.5], [-0.1, 0.0, 0.0], [-1.1, 0.0, 0.4], [0.8, 0.3, -0.7], [-0.7, -0.1, 0.4], [0.3, 1.3, -0.4], [0.2, -1.0, -0.5], [-0.4, 0.1, 0.7], [0.5, 0.3, -0.2], [0.0, -1.0, -0.8], [0.6, -0.1, -0.7], [0.0, 0.6, 0.4], [0.4, -0.1, 0.3], [-1.3, 0.1, 0.0], [0.5, -0.1, 0.3], [-0.2, -0.5, 0.0], [0.2, 0.0, -0.3], [0.1, 0.0, -0.1], [0.1, 0.1, 0.5], [-0.9, -0.2, 0.2], [-0.1, -0.3, 0.6], [0.3, -0.5, -1.1], [0.2, 1.3, 1.2], [-0.1, -0.5, 0.0], [-0.3, -0.9, -0.5], [1.3, 0.2, 0.3], [-1.6, -0.7, 0.8], [0.3, 0.1, 0.0], [0.1, 0.5, -0.7], [-1.4, 0.7, -0.5], [0.6, 0.0, 1.2], [-0.1, 0.2, 0.3], [0.5, 0.1, 0.7], [0.6, 0.0, -0.3], [0.2, 0.0, -0.8], [-0.3, -0.5, -0.7], [0.1, -0.7, 1.0], [0.6, -0.2, -0.2], [1.0, -1.7, -1.2], [-0.6, -0.5, -0.7], [0.3, 0.5, 0.4], [0.2, 0.0, 0.6], [0.6, 0.4, 0.4], [-0.6, 0.2, 0.3], [0.1, 0.7, -0.1], [-0.8, 0.2, 0.4], [-0.4, -0.2, -0.4], [-0.4, 0.9, -0.4], [0.0, 0.9, 0.7], [0.1, 0.0, 0.1], [-0.3, 0.6, 0.5], [0.0, -0.1, 0.0], [0.4, -0.7, -0.6]],
  "lowdin_charge": [1.06, -0.12, -0.23, -0.17, -0.08, -0.12, -0.06, -0.17, -0.24, -0.08, -0.19, 0.01, -0.08, -0.35, -0.06, -0.12, -0.13, -0.12, 0.07, 0.09, 0.07, 0.11, 0.10, 0.12, 0.10, 0.11, 0.04, 0.09, 0.06, 0.06, 0.07, 0.12, 0.08, 0.09, 0.11, 0.06, -0.65, -0.33, -0.18, -0.05, -0.12, -0.10, -0.12, -0.70, 0.51, 0.12, 0.10, 0.09, 0.10, -0.07, -0.63, -0.07, -0.04, -0.11, -0.01, 0.08, 0.09, 0.09, 0.06, 0.09, 0.08, 0.06, 0.05, 0.09, 0.11, 0.06, 0.06],
  "total_charge": -1,
  "homo_energy_ev": -4.477
}



{
  "formula": "C26H34AsClN3O10RhS",
  "method": "ωB97M-V/def2-TZVPD",
  "elements": ["Rh", "O", "As", "O", "O", "C", "C", "C", "C", "C", "C", "S", "O", "O", "O", "H", "H", "H", "H", "H", "C", "C", "C", "O", "C", "O", "O", "H", "H", "H", "H", "H", "H", "H", "C", "C", "C", "C", "C", "O", "C", "C", "C", "C", "C", "C", "Cl", "C", "C", "C", "N", "C", "N", "C", "N", "H", "H", "H", "H", "H", "H", "H", "H", "H", "H", "H", "H", "H", "H", "H", "H", "H", "H", "H", "H", "H", "H"],
  "positions_angstrom": [[1.609, 0.026, 1.404], [-1.646, 0.412, 0.951], [-0.830, 1.846, 0.247], [0.850, 1.743, 0.783], [0.267, -1.130, 0.051], [-1.423, 2.886, 1.812], [-1.994, 4.126, 1.563], [-2.519, 4.916, 2.578], [-2.502, 4.455, 3.879], [-1.944, 3.219, 4.174], [-1.398, 2.453, 3.143], [-0.589, 1.002, 3.878], [0.042, -0.054, 3.121], [-1.417, 0.598, 4.959], [0.700, 1.869, 4.508], [-1.247, -0.393, 0.569], [-2.045, 4.476, 0.537], [-2.957, 5.878, 2.345], [-2.927, 5.046, 4.680], [-1.938, 2.863, 5.193], [4.684, 0.245, 4.835], [3.447, -0.532, 4.406], [3.450, -1.962, 4.908], [3.389, -0.522, 2.959], [2.211, 0.183, 4.960], [1.599, -0.113, 5.931], [1.930, 1.266, 4.153], [5.577, -0.321, 4.574], [4.676, 0.412, 5.914], [4.717, 1.210, 4.330], [4.361, -2.457, 4.566], [2.576, -2.503, 4.542], [3.422, -1.986, 5.995], [3.422, -1.436, 2.642], [1.710, -1.929, -5.201], [0.800, -1.071, -4.318], [-0.070, -0.196, -5.231], [1.693, -0.124, -3.495], [-0.117, -1.972, -3.432], [-0.833, -2.901, -4.272], [-1.119, -1.158, -2.581], [-2.530, -0.976, -3.131], [-3.293, -0.017, -2.256], [-3.359, 1.337, -2.568], [-4.007, 2.239, -1.736], [-4.595, 1.777, -0.572], [-5.416, 2.903, 0.479], [-4.540, 0.437, -0.230], [-3.891, -0.448, -1.076], [0.644, -2.995, -2.559], [1.505, -2.458, -1.526], [1.072, -2.178, -0.122], [2.381, -1.917, 0.498], [3.276, -2.119, -0.426], [2.818, -2.515, -1.649], [2.218, -1.288, -5.925], [1.151, -2.686, -5.750], [2.485, -2.429, -4.614], [0.580, 0.398, -5.877], [-0.692, 0.500, -4.667], [-0.716, -0.781, -5.894], [2.108, 0.637, -4.161], [2.532, -0.647, -3.044], [1.155, 0.400, -2.704], [-1.381, -2.409, -4.891], [-0.701, -0.176, -2.366], [-1.221, -1.636, -1.609], [-3.042, -1.941, -3.158], [-2.528, -0.596, -4.156], [-2.886, 1.700, -3.474], [-4.053, 3.291, -1.983], [-4.987, 0.097, 0.694], [-3.831, -1.495, -0.799], [1.243, -3.646, -3.192], [-0.116, -3.620, -2.084], [0.661, -3.135, 0.253], [4.338, -1.974, -0.284]],
  "forces_ev_per_a": [[0.1, 0.1, -0.1], [0.1, 0.1, -0.1], [0.2, 0.0, 0.4], [-0.2, 0.0, -0.2], [0.2, -0.2, 0.1], [-0.1, -0.1, 0.2], [-0.1, 0.0, 0.0], [0.0, 0.0, -0.1], [0.0, 0.0, 0.1], [0.0, 0.1, -0.2], [0.2, -0.2, 0.2], [-0.2, -0.1, -0.3], [-0.4, 0.4, -0.1], [0.1, 0.0, 0.1], [0.1, -0.1, 0.1], [0.1, 0.0, 0.1], [0.0, 0.0, 0.0], [0.0, 0.0, 0.0], [0.0, 0.0, 0.0], [0.0, 0.0, 0.0], [0.1, 0.0, 0.0], [0.0, 0.0, -0.1], [0.0, 0.0, 0.1], [-0.1, -0.1, 0.2], [0.0, 0.1, -0.2], [0.0, 0.0, 0.1], [0.0, 0.0, 0.1], [0.0, 0.0, 0.0], [0.0, 0.0, 0.0], [0.0, 0.0, 0.0], [0.0, 0.0, 0.0], [0.0, 0.0, 0.0], [0.0, 0.0, 0.0], [0.0, 0.0, 0.0], [0.1, 0.0, 0.0], [0.1, 0.1, 0.1], [0.0, 0.0, -0.1], [0.0, 0.1, 0.0], [-0.4, -0.2, -0.3], [0.1, 0.0, 0.1], [0.2, 0.0, 0.1], [-0.2, -0.1, -0.2], [-0.1, 0.0, 0.1], [0.0, 0.0, 0.0], [0.0, 0.0, 0.0], [0.0, 0.0, 0.1], [0.1, -0.1, 0.0], [-0.1, 0.0, 0.0], [0.0, 0.0, 0.0], [0.1, 0.1, 0.0], [-0.2, -0.3, -0.1], [0.2, 0.1, -0.1], [0.1, -0.1, 0.1], [0.0, -0.1, -0.3], [0.1, 0.2, 0.4], [0.0, 0.0, 0.0], [0.0, 0.0, 0.0], [0.0, 0.0, 0.0], [0.0, 0.0, 0.0], [0.0, 0.0, 0.0], [0.0, 0.0, 0.0], [0.0, 0.0, 0.0], [0.0, 0.0, 0.0], [0.0, 0.0, 0.0], [0.0, 0.0, 0.0], [0.0, 0.0, 0.1], [0.0, 0.0, 0.1], [0.0, 0.0, 0.0], [0.0, 0.0, 0.0], [0.0, 0.0, 0.0], [0.0, 0.0, 0.0], [0.0, 0.0, 0.0], [0.0, 0.0, 0.0], [0.0, 0.1, 0.0], [0.0, 0.1, 0.1], [0.0, 0.0, 0.1], [0.0, 0.0, 0.0]],
  "lowdin_spin": [2.43, 0.00, 0.02, 0.24, 0.13, 0.01, 0.00, 0.00, 0.00, 0.00, 0.00, 0.01, 0.04, 0.01, 0.00, 0.00, 0.00, 0.00, 0.00, 0.00, 0.00, 0.00, 0.00, 0.05, 0.00, 0.00, 0.01, 0.00, 0.00, 0.00, 0.00, 0.00, 0.00, 0.00, 0.00, 0.00, 0.00, 0.00, 0.01, 0.00, 0.00, 0.00, 0.00, 0.00, 0.00, 0.00, 0.00, 0.00, 0.00, 0.03, 0.34, 0.05, 0.21, 0.09, 0.28, 0.00, 0.00, 0.00, 0.00, 0.00, 0.00, 0.00, 0.00, 0.00, 0.00, 0.00, 0.00, 0.00, 0.00, 0.00, 0.00, 0.00, 0.00, 0.00, 0.01, 0.03, 0.00],
  "homo_energy_ev": [-8.030, -8.454],
  "spin_multiplicity": 5
}



For reference, energy above the lowest of the compared OMol25 structures with the same formula, charge and spin by record: 0.0 121.4 kcal/mol.